(1)
{"formula": "C39H25F5N6O7S4Ti", "method": "wB97M-V/def2-TZVPD", "elements": ["Ti", "F", "C", "C", "F", "C", "F", "C", "S", "C", "F", "C", "F", "O", "C", "C", "C", "C", "C", "C", "C", "O", "N", "N", "C", "S", "C", "C", "S", "H", "H", "H", "H", "H", "H", "H", "H", "H", "C", "O", "C", "C", "C", "C", "C", "C", "N", "N", "C", "C", "C", "C", "O", "C", "N", "C", "C", "C", "C", "H", "H", "H", "H", "H", "H", "H", "H", "H", "H", "H", "H", "O", "S", "O", "N", "C", "O", "C", "C", "C", "C", "C", "C", "H", "H", "H", "H"], "positions_angstrom": [[-0.39549, 0.86515, 0.12909], [-3.85273, 4.64895, 4.95026], [-3.58808, 3.83375, 3.93582], [-2.80325, 2.71118, 4.12644], [-2.34206, 2.41789, 5.33383], [-2.53885, 1.87250, 3.05755], [-1.79586, 0.79538, 3.29783], [-3.03855, 2.10805, 1.78135], [-2.73159, 1.08403, 0.37162], [-3.85434, 3.22571, 1.63653], [-4.38230, 3.51883, 0.44387], [-4.12147, 4.08626, 2.68442], [-4.88930, 5.15975, 2.49208], [-0.57673, -4.39422, 2.00529], [-0.02548, -3.64704, 2.97991], [0.30894, -4.29156, 4.16970], [0.86548, -3.58102, 5.21303], [1.10356, -2.21188, 5.10069], [0.78206, -1.56888, 3.92542], [0.22143, -2.26818, 2.85029], [-0.09093, -1.53191, 1.62024], [0.21270, -0.26991, 1.56719], [-0.66560, -2.13991, 0.61859], [-0.92818, -1.25732, -0.42951], [-1.60774, -1.79194, -1.37966], [-2.14473, -3.45621, -1.28666], [-2.75803, -3.51670, -2.99046], [-3.30553, -2.14692, -3.32937], [-2.07704, -0.91791, -2.81813], [-0.80306, -3.79686, 1.25883], [0.11185, -5.35230, 4.24859], [1.11353, -4.09791, 6.13151], [1.52965, -1.65807, 5.92542], [0.94686, -0.50540, 3.81408], [-3.53333, -4.28116, -3.03165], [-1.94548, -3.79491, -3.66125], [-4.24121, -1.95489, -2.80603], [-3.46003, -2.02344, -4.40071], [1.08074, -5.15133, -0.79668], [2.34783, -5.17317, -1.43325], [2.57965, -4.26300, -2.40322], [3.88406, -4.22170, -2.89635], [4.22674, -3.29371, -3.85493], [3.29383, -2.36666, -4.31290], [1.97476, -2.46094, -3.88319], [1.61608, -3.40311, -2.92709], [3.82811, -1.39946, -5.23472], [3.51963, -0.20179, -5.21026], [2.57922, 0.30218, -4.24767], [1.50880, 0.99751, -4.73762], [0.44563, 1.41990, -3.91115], [0.47958, 1.10868, -2.57912], [-0.48427, 1.37227, -1.69713], [1.63654, 0.48994, -2.04630], [1.58859, 0.27649, -0.70715], [2.62775, -0.26130, -0.11060], [3.79385, -0.60361, -0.81826], [3.84344, -0.41793, -2.17198], [2.72327, 0.12088, -2.84413], [1.13217, -5.88033, 0.00607], [0.28314, -5.42829, -1.49341], [0.86856, -4.16772, -0.37731], [4.60889, -4.92423, -2.50787], [5.23529, -3.24955, -4.24657], [1.21793, -1.78772, -4.26397], [0.59084, -3.44540, -2.58283], [1.46175, 1.17500, -5.80483], [-0.40858, 1.93693, -4.32628], [2.54380, -0.41896, 0.95739], [4.63460, -1.01679, -0.27977], [4.73267, -0.68000, -2.72916], [1.62439, 5.84966, 3.50696], [0.44442, 5.04292, 3.53039], [-0.24561, 4.82019, 4.76285], [0.76788, 3.56736, 2.81744], [0.09288, 3.45872, 1.73573], [0.13147, 2.39812, 0.97111], [-0.76869, 4.60010, 1.32989], [-1.54951, 4.75298, 0.19912], [-2.26632, 5.93722, 0.06767], [-2.19833, 6.92717, 1.04317], [-1.40124, 6.77138, 2.17435], [-0.69301, 5.59493, 2.28371], [-1.61426, 3.96786, -0.54390], [-2.89935, 6.08441, -0.79675], [-2.77804, 7.83258, 0.92198], [-1.34063, 7.54034, 2.93252]], "atomic_forces_ev_per_a": [[0.17, -0.07, -0.05], [0.00, -0.01, -0.02], [-0.01, 0.03, 0.03], [-0.05, 0.03, -0.05], [0.08, 0.01, 0.07], [-0.08, -0.03, -0.04], [0.15, -0.16, -0.03], [0.04, 0.15, -0.09], [-0.16, -0.16, 0.25], [0.03, 0.07, -0.03], [-0.03, -0.01, 0.00], [0.00, -0.02, -0.04], [-0.01, 0.03, 0.01], [-0.04, 0.03, -0.06], [0.00, 0.05, 0.03], [0.00, 0.01, -0.01], [0.01, 0.01, 0.01], [0.00, -0.02, 0.01], [0.00, 0.01, -0.02], [0.07, -0.06, -0.07], [-0.16, -0.22, -0.10], [-0.16, 0.28, 0.00], [0.09, 0.03, 0.07], [-0.09, 0.13, 0.08], [-0.02, 0.00, -0.03], [0.00, 0.01, -0.01], [-0.02, 0.00, 0.00], [0.01, 0.00, 0.00], [0.00, 0.01, 0.02], [0.01, -0.02, 0.05], [0.00, 0.00, 0.00], [0.00, 0.00, 0.00], [0.00, 0.00, 0.00], [0.00, 0.00, 0.00], [0.01, 0.00, 0.00], [0.02, -0.01, 0.00], [0.00, 0.01, 0.00], [0.00, 0.00, 0.00], [-0.05, -0.10, -0.04], [0.06, -0.01, -0.03], [0.08, -0.05, 0.03], [0.00, 0.01, 0.00], [0.00, -0.01, -0.01], [-0.06, -0.04, -0.09], [0.02, -0.09, 0.01], [-0.05, 0.05, -0.05], [0.09, -0.18, 0.05], [-0.10, 0.13, 0.01], [0.09, 0.10, -0.02], [-0.02, 0.02, -0.04], [-0.06, -0.13, 0.01], [0.07, 0.13, -0.06], [-0.02, -0.02, 0.18], [0.07, -0.06, -0.04], [0.08, 0.03, 0.05], [0.00, 0.00, -0.02], [-0.01, 0.00, 0.04], [0.01, 0.01, -0.04], [0.02, 0.07, 0.06], [-0.02, 0.00, 0.01], [0.04, 0.01, 0.04], [-0.01, 0.06, 0.00], [-0.01, 0.00, 0.01], [0.00, 0.01, 0.00], [-0.01, -0.03, -0.01], [0.00, -0.01, 0.00], [0.00, 0.00, 0.01], [0.00, 0.00, 0.01], [0.01, 0.00, 0.00], [0.00, 0.00, 0.00], [0.00, 0.00, 0.00], [0.00, -0.02, 0.02], [0.01, 0.00, -0.04], [-0.05, -0.03, 0.05], [-0.05, -0.01, 0.02], [-0.03, 0.07, -0.04], [-0.06, -0.08, -0.08], [0.06, 0.03, -0.02], [0.01, 0.01, 0.00], [0.01, -0.04, 0.02], [0.00, 0.00, 0.04], [-0.02, 0.02, -0.01], [0.00, 0.01, 0.00], [0.01, -0.01, -0.01], [0.00, 0.00, -0.01], [0.01, 0.00, 0.00], [0.00, 0.00, 0.00]], "e_homo_ev": -8.38, "homo_lumo_gap_ev": 6.963, "lumo_energy_ev": -1.419, "total_charge": 0}


(2)
{"formula": "C39H26BrFeGeN4O4S2", "method": "wB97M-V/def2-TZVPD", "elements": ["Fe", "O", "C", "C", "C", "C", "C", "C", "C", "O", "N", "O", "O", "H", "H", "H", "H", "S", "C", "C", "C", "C", "N", "C", "C", "C", "S", "C", "N", "H", "H", "C", "Ge", "C", "C", "C", "C", "C", "C", "C", "C", "C", "C", "C", "C", "C", "C", "C", "C", "C", "C", "H", "H", "H", "H", "H", "H", "H", "H", "H", "H", "H", "H", "H", "H", "H", "H", "Br", "C", "C", "C", "N", "C", "C", "H", "H", "H", "H"], "positions_angstrom": [[0.80862, -0.88753, 0.36814], [1.77011, -0.23802, 2.54864], [2.86638, 0.22770, 2.74912], [3.95914, 0.34414, 1.80203], [5.12663, 0.92670, 2.26098], [6.23203, 1.06844, 1.44075], [6.17753, 0.61068, 0.10288], [5.04614, 0.03157, -0.37072], [3.86258, -0.14519, 0.44223], [2.85829, -0.69304, -0.05147], [7.42094, 1.67165, 1.94256], [8.37302, 1.82409, 1.17899], [7.44238, 2.07542, 3.10454], [3.11132, 0.62079, 3.76116], [5.18097, 1.27741, 3.28448], [7.04769, 0.73306, -0.52643], [4.98283, -0.32449, -1.39132], [-1.13717, -1.40026, -0.64308], [-1.60971, -2.94969, -0.00887], [-2.81617, -3.52144, -0.41026], [-3.23471, -4.76697, 0.04982], [-4.47819, -5.30674, -0.39434], [-5.48482, -5.72613, -0.76612], [-2.41178, -5.46961, 0.94898], [-1.21087, -4.90308, 1.35834], [-0.78298, -3.64843, 0.91086], [0.70716, -2.98235, 1.48849], [-2.79015, -6.75388, 1.44629], [-3.08522, -7.78675, 1.86236], [-3.44259, -2.97900, -1.10781], [-0.58239, -5.44391, 2.05475], [0.53605, 0.86335, 0.00686], [-1.09142, 1.87731, 0.07647], [-2.35260, 1.47065, 1.54023], [-2.17139, 2.08964, 2.77651], [-2.99667, 1.80155, 3.85699], [-4.03291, 0.89010, 3.71391], [-4.23310, 0.26900, 2.48742], [-3.39806, 0.55549, 1.41565], [-0.67980, 3.80400, 0.39748], [0.63052, 4.24725, 0.57365], [0.91700, 5.59108, 0.79129], [-0.10983, 6.52343, 0.83809], [-1.42341, 6.10226, 0.66820], [-1.69747, 4.75839, 0.45233], [-2.12349, 1.89560, -1.60496], [-1.45234, 1.71648, -2.81384], [-2.12787, 1.76454, -4.02556], [-3.49991, 1.98565, -4.04823], [-4.18529, 2.15554, -2.85317], [-3.49961, 2.11035, -1.64446], [1.42444, 1.49807, -0.12403], [-1.36568, 2.80532, 2.90522], [-2.82271, 2.28292, 4.81268], [-4.67472, 0.65587, 4.55540], [-5.02926, -0.45672, 2.36839], [-3.54122, 0.03507, 0.47473], [1.44254, 3.52883, 0.54854], [1.94523, 5.90738, 0.92778], [0.10984, 7.57140, 1.00728], [-2.23391, 6.82240, 0.70645], [-2.72976, 4.44457, 0.32463], [-0.38534, 1.51607, -2.80084], [-1.58613, 1.61864, -4.95325], [-4.03361, 2.01298, -4.99148], [-5.25782, 2.31495, -2.86038], [-4.05169, 2.23387, -0.71651], [2.59363, -5.70884, -5.41530], [2.21314, -4.54919, -3.95177], [1.56295, -3.35290, -4.17975], [1.31416, -2.54722, -3.07405], [1.67501, -2.86869, -1.84163], [2.28380, -4.02782, -1.64695], [2.58362, -4.91649, -2.67430], [1.25235, -3.05796, -5.17192], [0.78656, -1.60321, -3.17821], [2.53003, -4.25956, -0.61421], [3.07909, -5.85654, -2.47732]], "atomic_forces_ev_per_a": [[-0.39, 0.59, -0.45], [-0.19, -0.14, 0.01], [0.10, 0.11, 0.19], [0.11, 0.02, -0.07], [0.03, -0.02, 0.01], [0.00, -0.14, -0.05], [0.03, 0.01, 0.07], [0.08, -0.01, -0.05], [-0.01, 0.03, -0.02], [-0.25, -0.13, 0.05], [-0.08, 0.52, -0.04], [0.04, -0.18, 0.04], [0.04, -0.18, -0.02], [0.00, 0.03, -0.01], [0.01, 0.00, 0.00], [0.01, 0.01, 0.01], [0.00, 0.00, 0.01], [0.05, 0.13, 0.15], [0.08, -0.02, 0.02], [-0.05, -0.09, 0.00], [0.21, 0.14, 0.06], [-0.16, -0.07, -0.07], [0.00, 0.00, 0.01], [0.09, 0.17, -0.08], [-0.01, -0.03, 0.01], [-0.04, -0.01, -0.01], [0.12, 0.21, -0.04], [-0.08, -0.15, 0.09], [0.02, 0.00, -0.02], [0.00, 0.00, 0.01], [-0.01, 0.00, -0.01], [0.11, -0.66, 0.06], [0.14, -0.01, -0.01], [0.05, 0.01, -0.01], [-0.01, 0.00, 0.03], [0.00, 0.00, -0.03], [0.00, 0.00, -0.04], [0.00, 0.01, 0.02], [0.05, -0.05, -0.05], [0.00, -0.03, -0.02], [-0.02, 0.00, 0.02], [-0.01, 0.02, 0.01], [0.01, -0.03, 0.00], [0.00, -0.01, 0.00], [-0.02, -0.01, -0.02], [-0.04, -0.04, 0.04], [0.02, -0.01, -0.02], [-0.04, 0.01, 0.02], [0.02, -0.01, 0.02], [0.00, -0.01, -0.01], [-0.02, 0.06, 0.00], [0.01, -0.03, 0.23], [-0.01, -0.01, 0.00], [-0.01, 0.00, 0.00], [0.00, 0.00, 0.00], [0.00, 0.00, 0.00], [0.02, 0.00, 0.02], [-0.02, 0.02, 0.00], [-0.01, 0.00, 0.00], [0.00, 0.00, 0.00], [0.01, -0.01, 0.00], [0.02, 0.01, 0.00], [-0.01, 0.00, 0.02], [-0.01, 0.00, 0.00], [0.01, 0.00, 0.01], [0.00, 0.00, 0.00], [0.03, 0.00, -0.06], [-0.01, 0.02, 0.02], [0.01, -0.03, -0.04], [-0.02, 0.02, -0.02], [-0.03, 0.06, -0.04], [-0.04, -0.03, 0.02], [0.03, -0.02, 0.05], [0.02, -0.04, 0.02], [0.00, 0.01, 0.00], [0.01, -0.03, 0.00], [0.00, 0.00, -0.03], [0.00, 0.00, 0.00]], "e_homo_ev": [-2.21, -2.29], "multiplicity": 2, "homo_lumo_gap_ev": [5.716, 5.791], "lumo_energy_ev": [3.505, 3.505], "s_squared": 0.8602, "total_charge": -2}


(3)
{"formula": "C39H27Cl4NO4PRuS", "method": "wB97M-V/def2-TZVPD", "elements": ["Ru", "Cl", "C", "C", "C", "C", "C", "Cl", "C", "S", "H", "H", "H", "O", "C", "O", "C", "C", "C", "C", "C", "C", "P", "C", "C", "C", "C", "C", "C", "C", "C", "C", "C", "C", "C", "H", "H", "H", "H", "H", "H", "H", "H", "H", "H", "H", "H", "H", "H", "Cl", "C", "C", "C", "C", "C", "Cl", "C", "N", "C", "C", "C", "C", "C", "C", "C", "C", "O", "O", "H", "H", "H", "H", "H", "H", "H", "H", "H", "H"], "positions_angstrom": [[0.32232, 1.08391, -1.12860], [-0.79720, 0.03288, -2.94034], [0.45750, -0.17494, -4.15585], [0.11196, -0.90580, -5.27591], [1.07079, -1.11881, -6.25123], [2.34421, -0.59546, -6.08338], [2.65101, 0.13386, -4.94884], [4.26406, 0.74596, -4.78351], [1.71503, 0.37317, -3.93011], [2.16189, 1.26240, -2.49121], [-0.88970, -1.30147, -5.37503], [0.82858, -1.68921, -7.13693], [3.11067, -0.75016, -6.82979], [-0.42870, 4.93415, -1.55932], [-0.57582, 3.87539, -0.99778], [-0.68947, 2.72966, -1.63812], [-0.75250, 3.83199, 0.50968], [-0.40128, 4.97587, 1.21214], [-0.53252, 5.03228, 2.59082], [-1.03284, 3.93839, 3.27804], [-1.40201, 2.79314, 2.58562], [-1.27108, 2.72740, 1.20185], [-1.60444, 1.18108, 0.29929], [-2.07154, -0.06698, 1.53151], [-1.27717, -1.19217, 1.72129], [-1.66556, -2.17340, 2.62695], [-2.84109, -2.03200, 3.34341], [-3.64579, -0.91229, 3.15093], [-3.26828, 0.06058, 2.24389], [-3.16106, 1.40011, -0.61237], [-3.75315, 0.26132, -1.15649], [-4.92215, 0.36572, -1.89203], [-5.50912, 1.60919, -2.08712], [-4.92587, 2.74323, -1.54299], [-3.75334, 2.64162, -0.80727], [-0.01959, 5.81522, 0.64706], [-0.24338, 5.92727, 3.12604], [-1.13680, 3.96940, 4.35503], [-1.78005, 1.94174, 3.13507], [-0.36225, -1.31620, 1.15723], [-1.03825, -3.04453, 2.76390], [-3.14234, -2.79718, 4.04761], [-4.57211, -0.80652, 3.70064], [-3.90730, 0.92032, 2.07757], [-3.30432, -0.71329, -0.99390], [-5.37625, -0.52297, -2.31086], [-6.42169, 1.69254, -2.66286], [-5.37966, 3.71388, -1.69398], [-3.30392, 3.53345, -0.38945], [5.62190, -1.64249, -0.43236], [4.07421, -2.25375, -0.95953], [3.76452, -2.16771, -2.30372], [2.54356, -2.64141, -2.75152], [1.66032, -3.20571, -1.84773], [1.99707, -3.29657, -0.50971], [0.86089, -4.07128, 0.55131], [3.20387, -2.79918, -0.00687], [3.57221, -2.89582, 1.33764], [2.75881, -2.40693, 2.41850], [2.35031, -3.32148, 3.38401], [1.60942, -2.91896, 4.48092], [1.26136, -1.58226, 4.62080], [1.68248, -0.66551, 3.67469], [2.44509, -1.05577, 2.57449], [2.92846, 0.01779, 1.62881], [1.88017, 0.43013, 0.64178], [1.59202, 1.64587, 0.44291], [1.25506, -0.43454, -0.05179], [4.47346, -1.71445, -2.98290], [2.28411, -2.57383, -3.79989], [0.70485, -3.59572, -2.17140], [4.55212, -2.69212, 1.47172], [2.61875, -4.36000, 3.24316], [1.30088, -3.64575, 5.22121], [0.67219, -1.25470, 5.46749], [1.43403, 0.38412, 3.79112], [3.79131, -0.32041, 1.05161], [3.22817, 0.90468, 2.18494]], "atomic_forces_ev_per_a": [[-0.05, 0.04, 0.01], [-0.02, -0.01, 0.00], [-0.02, -0.01, 0.00], [0.00, 0.00, 0.00], [0.00, 0.00, 0.00], [0.00, 0.01, 0.00], [0.00, 0.00, -0.01], [0.00, 0.01, 0.00], [0.02, -0.01, 0.01], [0.01, 0.02, -0.01], [0.00, 0.00, 0.00], [0.00, 0.00, 0.00], [0.00, 0.00, 0.00], [0.01, 0.01, 0.00], [-0.11, -0.02, 0.00], [0.12, 0.02, -0.02], [0.03, -0.01, 0.00], [0.01, 0.01, 0.01], [-0.01, -0.01, 0.00], [0.00, 0.00, -0.01], [-0.01, 0.00, 0.01], [0.01, -0.01, -0.03], [0.02, 0.01, 0.04], [-0.01, 0.00, -0.01], [0.01, -0.02, -0.01], [0.01, 0.00, 0.01], [0.00, 0.00, 0.00], [0.00, -0.01, -0.01], [0.00, 0.01, 0.00], [0.00, 0.00, 0.03], [0.01, -0.01, 0.00], [-0.01, 0.00, -0.01], [0.00, -0.01, 0.00], [0.00, 0.00, 0.00], [0.01, 0.01, 0.00], [0.00, 0.00, 0.00], [0.00, 0.00, 0.00], [0.00, 0.00, 0.00], [0.00, 0.00, 0.00], [-0.01, 0.00, 0.00], [0.00, 0.00, 0.01], [0.00, 0.00, 0.00], [0.00, 0.00, 0.00], [0.00, 0.00, 0.00], [0.00, 0.00, 0.00], [0.00, 0.00, 0.00], [0.00, 0.00, 0.00], [0.00, 0.00, 0.00], [-0.01, 0.00, 0.00], [0.01, 0.00, -0.01], [0.00, 0.02, 0.00], [-0.01, -0.01, -0.01], [0.00, 0.00, 0.00], [0.01, 0.00, 0.01], [-0.01, 0.02, -0.01], [0.00, 0.00, 0.02], [-0.03, 0.01, 0.01], [0.02, -0.02, -0.02], [0.00, -0.01, 0.02], [-0.01, -0.01, -0.01], [0.00, 0.00, -0.01], [-0.01, 0.00, -0.01], [0.00, 0.00, 0.00], [-0.01, 0.02, -0.01], [0.01, -0.02, 0.00], [-0.01, 0.00, 0.01], [-0.03, -0.03, -0.01], [0.03, -0.02, 0.02], [0.00, 0.00, 0.00], [0.00, 0.00, 0.00], [0.00, 0.00, 0.00], [0.00, 0.00, 0.00], [0.00, 0.00, 0.00], [0.00, 0.00, 0.00], [0.00, 0.00, 0.00], [0.00, 0.00, 0.00], [-0.01, 0.01, 0.00], [0.00, 0.01, 0.00]], "e_homo_ev": [-7.93, -8.23], "multiplicity": 2, "homo_lumo_gap_ev": [8.142, 7.115], "lumo_energy_ev": [0.215, -1.118], "s_squared": 0.7555, "total_charge": 0}


Energy relative to the best compared isomer or geometry (same formula, charge and spin) (kJ/mol)
2.6, 101.8, 0.0